Record 1
C3H2ClFIO2 | the ωB97M-V functional and the def2-TZVPD basis

Element x y z (Å)
O (-0.311, 2.447, -0.007)
C (-0.491, 1.379, 0.579)
O (-0.650, 1.055, 1.759)
C (-0.444, -0.084, -0.379)
F (-0.616, 0.150, -1.722)
I (-2.180, -1.286, 0.197)
C (0.826, -0.915, -0.168)
Cl (2.193, 0.335, -0.314)
H (0.838, -1.735, -0.764)
H (0.834, -1.346, 0.818)

Force components x, y, z for each atom (eV/Å):
-0.31 -1.01 -0.10
0.28 -0.79 -0.24
0.06 0.13 -0.11
-0.20 1.29 0.52
0.33 0.00 0.05
0.18 -0.14 -0.01
-0.86 3.48 2.07
-0.39 -1.52 -0.16
0.74 -1.97 -2.71
0.16 0.53 0.69

Values from the calculation:
E_LUMO	2.9	eV
multiplicity	1
energy above the lowest of the compared OMol25 structures with the same formula, charge and spin	1.7	kcal/mol
charge	-1
SMILES	O=C([O-])[C@](F)(I)CCl
strongest force on any atom	4.1	eV/A
orbital gap	7.6	eV

Results of the natural (NBO) charge analysis, in e, for atoms 1 through 6: atom 1 (O): -0.71, atom 2 (C): 0.78, atom 3 (O): -0.75, atom 4 (C): 0.17, atom 5 (F): -0.38, atom 6 (I): -0.03


Record 2
C15H29Br3NO13S2 | the ωB97M-V functional and the def2-TZVPD basis

Element x y z (Å)
N (-10.039, 20.734, -0.158)
O (-9.847, 19.697, -0.789)
O (-9.505, 21.803, -0.497)
O (-10.880, 20.784, 0.710)
O (-6.096, 24.750, -1.780)
C (-6.717, 23.825, -2.269)
O (-7.525, 23.901, -3.253)
C (-8.145, 22.682, -3.605)
C (-7.129, 21.663, -3.087)
C (-6.600, 22.406, -1.822)
H (-8.316, 22.544, -4.672)
H (-9.138, 22.485, -3.200)
H (-6.344, 21.373, -3.786)
H (-7.677, 20.737, -2.912)
H (-5.662, 22.093, -1.364)
H (-7.348, 22.307, -1.035)
O (-13.241, 27.009, 1.073)
C (-12.965, 25.774, 1.080)
O (-12.377, 25.324, 0.040)
C (-12.036, 23.941, 0.266)
C (-12.172, 23.698, 1.771)
C (-13.288, 24.671, 2.090)
H (-11.059, 23.759, -0.181)
H (-12.714, 23.207, -0.171)
H (-11.252, 23.905, 2.316)
H (-12.551, 22.689, 1.932)
H (-13.137, 24.904, 3.144)
H (-14.262, 24.211, 1.923)
O (-8.638, 15.749, 2.138)
S (-8.863, 17.188, 1.822)
O (-10.215, 17.688, 1.625)
O (-8.176, 18.080, 3.038)
C (-6.871, 17.725, 3.519)
C (-6.186, 18.699, 4.471)
C (-7.813, 17.683, 0.448)
H (-6.105, 17.659, 2.746)
H (-6.897, 16.766, 4.036)
H (-5.314, 18.182, 4.872)
H (-6.807, 19.043, 5.298)
H (-5.862, 19.498, 3.804)
H (-7.744, 18.769, 0.388)
H (-8.329, 17.303, -0.434)
H (-6.779, 17.358, 0.565)
O (-10.602, 18.987, -5.135)
S (-10.641, 17.835, -4.205)
O (-11.190, 18.103, -2.829)
O (-11.459, 16.523, -4.898)
C (-12.155, 15.587, -4.074)
C (-13.101, 14.698, -4.895)
C (-8.965, 16.996, -4.190)
H (-12.700, 16.230, -3.383)
H (-11.410, 14.992, -3.545)
H (-12.560, 13.848, -5.309)
H (-13.718, 15.163, -5.664)
H (-13.731, 14.231, -4.138)
H (-9.229, 15.958, -3.990)
H (-8.403, 17.332, -3.319)
H (-8.396, 17.053, -5.118)
C (-10.901, 21.081, 4.216)
Br (-10.327, 19.931, 5.698)
Br (-9.276, 21.729, 3.218)
Br (-12.131, 22.503, 4.821)
H (-11.438, 20.450, 3.507)

Force components x, y, z for each atom (eV/Å):
-0.47 -0.04 -1.85
0.38 0.86 0.68
0.15 -0.72 0.35
-0.36 -0.16 0.69
-0.94 -0.46 -0.75
3.43 0.42 3.00
-2.77 1.96 -2.74
0.83 -1.80 -0.56
-0.36 -0.81 0.84
-0.86 -1.40 -0.33
0.46 0.77 -0.17
0.07 0.68 0.75
0.08 0.57 -0.14
0.13 -0.15 0.47
0.10 0.31 -0.50
-0.08 -0.10 0.11
0.50 -3.99 1.05
-3.06 6.26 1.61
1.46 -2.63 -1.85
0.71 -1.04 0.05
-0.10 -0.46 -1.12
1.20 0.25 0.57
0.00 0.19 0.24
-0.44 0.60 -0.73
-0.16 -0.07 0.04
0.61 -0.08 0.15
-0.69 0.78 -0.19
-0.07 0.34 -0.11
-0.47 3.38 -0.96
0.49 -1.83 1.68
2.12 -0.41 0.41
-0.65 -0.04 -0.88
0.99 -1.21 0.83
-0.88 0.42 -0.73
-0.23 0.29 0.12
-0.53 -0.37 -0.71
-0.46 -0.21 -0.35
0.00 0.05 -0.07
0.01 0.12 -0.16
0.14 0.57 0.72
-0.49 -0.02 0.16
0.32 -0.10 -0.03
-0.34 -0.61 0.03
-0.21 -2.97 1.67
-0.85 1.01 0.54
1.67 -1.29 -3.51
1.33 2.41 -0.58
-0.63 0.76 0.15
0.69 -0.48 0.76
-1.15 -0.10 0.92
-0.19 -0.54 0.35
-0.17 -0.20 0.18
0.12 0.22 -0.38
0.23 0.29 0.26
-0.37 0.09 -0.07
0.06 -0.02 -0.10
-0.04 0.39 -0.22
-0.47 0.42 0.01
0.57 0.04 -0.01
-0.31 0.58 -0.61
-1.05 -0.12 0.92
0.89 -0.82 -0.10
0.11 0.22 0.20

Values from the calculation:
E_LUMO (spin up / spin down)	-0.9 / -5.0	eV
multiplicity	2
strongest force on any atom	7.2	eV/A
orbital gap (spin up / spin down)	8.8 / 4.7	eV

Results of the natural (NBO) charge analysis, in e, for atoms 1 through 6: atom 1 (N): 0.70, atom 2 (O): -0.24, atom 3 (O): -0.26, atom 4 (O): -0.20, atom 5 (O): -0.58, atom 6 (C): 0.78


Record 3
CH5GdO2 | the ωB97M-V functional and the def2-TZVPD basis

Element x y z (Å)
O (-1.035, 2.148, -0.741)
Gd (1.027, 1.562, 2.014)
H (-0.894, 2.543, -1.605)
C (0.295, -1.509, 0.228)
H (-0.752, -1.654, -0.098)
H (0.956, -2.049, -0.471)
H (0.379, -2.008, 1.211)
O (0.626, -0.153, 0.271)
H (-0.602, 1.120, -0.810)

Force components x, y, z for each atom (eV/Å):
2.00 -4.08 0.58
-1.02 -2.58 -3.26
0.05 0.00 -0.20
-0.28 -0.88 0.06
0.37 0.08 0.01
-0.23 0.21 0.20
0.06 0.14 -0.23
0.56 3.24 2.61
-1.53 3.88 0.23

Values from the calculation:
E_LUMO (spin up / spin down)	-5.2 / -6.1	eV
multiplicity	9
charge	+1
strongest force on any atom	4.6	eV/A
orbital gap (spin up / spin down)	7.8 / 7.1	eV

Results of the Mulliken charge analysis, in e, for atoms 1 through 6: atom 1 (O): -0.63, atom 2 (Gd): 1.34, atom 3 (H): 0.32, atom 4 (C): -0.54, atom 5 (H): 0.25, atom 6 (H): 0.24


Please write out number 3 again, unchanged.
CH5GdO2 | the ωB97M-V functional and the def2-TZVPD basis

Element x y z (Å)
O (-1.035, 2.148, -0.741)
Gd (1.027, 1.562, 2.014)
H (-0.894, 2.543, -1.605)
C (0.295, -1.509, 0.228)
H (-0.752, -1.654, -0.098)
H (0.956, -2.049, -0.471)
H (0.379, -2.008, 1.211)
O (0.626, -0.153, 0.271)
H (-0.602, 1.120, -0.810)

Force components x, y, z for each atom (eV/Å):
2.00 -4.08 0.58
-1.02 -2.58 -3.26
0.05 0.00 -0.20
-0.28 -0.88 0.06
0.37 0.08 0.01
-0.23 0.21 0.20
0.06 0.14 -0.23
0.56 3.24 2.61
-1.53 3.88 0.23

Values from the calculation:
E_LUMO (spin up / spin down)	-5.2 / -6.1	eV
multiplicity	9
charge	+1
strongest force on any atom	4.6	eV/A
orbital gap (spin up / spin down)	7.8 / 7.1	eV

Results of the Mulliken charge analysis, in e, for atoms 1 through 6: atom 1 (O): -0.63, atom 2 (Gd): 1.34, atom 3 (H): 0.32, atom 4 (C): -0.54, atom 5 (H): 0.25, atom 6 (H): 0.24